The following is a quantum chemistry calculation of a 8-piece molecular cluster, C58H88N2O21P2S2 overall at a distorted geometry, from OMol25.

```
173
Properties=species:S:1:pos:R:3:forces:R:3
C -6.295444 -1.351295 -1.535262 0.1575 -0.0412 -0.2599
C -5.382600 -1.390957 -2.792740 -0.3981 -0.3436 0.7979
C -5.043398 -2.830931 -3.220818 0.2666 0.5988 -1.0865
C -3.654030 -2.939696 -3.914368 -0.3378 -0.7995 0.2338
C -3.072329 -4.371906 -3.816129 0.1436 0.1162 -0.5180
C -1.544843 -4.387622 -3.675750 -0.1023 0.1570 1.3348
C -1.165836 -3.950344 -2.224444 -0.1977 0.4360 -0.7707
C -0.098213 -2.847821 -2.191192 -0.7525 -0.3029 0.4636
N 1.275567 -3.384521 -2.288388 -0.2552 0.8147 0.1538
C 1.558961 -4.074633 -0.987283 0.9926 -0.8847 -0.4804
C 2.927192 -3.818423 -0.350411 -0.7247 -1.1328 0.8651
C 2.967362 -4.618678 0.998278 0.8218 0.7930 -0.5084
C 3.452780 -3.690127 2.125555 -1.0653 -0.5931 0.2706
C 2.303195 -2.726217 2.511810 0.9896 0.6670 -0.5874
C 2.811063 -1.316381 2.930231 -0.7493 -0.0897 0.6498
C 2.401026 -1.016827 4.395309 -0.0738 0.1611 -1.2570
C 0.853049 -0.974568 4.477767 0.4741 -0.6146 0.0316
C 2.197392 -2.356351 -2.589512 0.2691 0.8246 0.7389
S 2.062726 -0.856790 -1.970091 -0.0236 0.0410 -0.1940
S 3.534658 -2.647864 -3.764283 -0.2588 -1.1975 -0.1101
C 5.125169 -2.695305 -2.877515 0.6876 0.7772 0.4268
C 6.018168 -1.414888 -2.944146 -0.0354 -0.6927 -0.2534
C 5.806232 -0.525409 -4.183020 -0.1220 0.2064 0.9386
C 4.712840 0.519551 -4.049988 0.6387 -0.5896 -0.0256
C 3.834550 0.645617 -5.097087 0.0015 -0.9631 -1.2540
C 2.815881 1.548433 -5.119128 -0.7665 0.6228 -0.3922
C 2.631548 2.361292 -4.029366 -0.6179 0.7143 -0.0176
C 3.498015 2.274278 -2.958293 -0.4519 0.9448 1.0299
C 4.541773 1.374374 -2.977685 0.7314 -0.2903 0.4832
O 5.431414 1.346153 -1.906496 -0.1012 0.0289 -0.5511
N 4.807564 0.762454 -0.746033 0.1614 0.6680 0.6495
O 5.369607 1.114077 0.206219 -0.1266 -0.4994 -0.2414
C 3.255403 3.194622 -1.789139 0.7470 -0.1460 0.4079
O 4.138277 3.529544 -1.018534 -0.8108 -0.0121 -0.3472
C 1.840116 3.666057 -1.583689 0.0240 -0.8349 0.6273
P 1.347591 4.070766 0.127518 0.3952 1.6183 -0.3376
P -0.723242 3.424882 0.471262 0.0689 -2.1342 1.4516
O -0.661419 2.336573 1.447236 0.5015 -0.2268 0.4228
O -1.547033 4.644912 1.117787 0.3318 0.1247 -1.2050
O -1.436222 2.855167 -0.849054 -0.2028 1.7274 -0.0303
C 1.041372 3.754764 -2.640452 -0.3240 0.1922 -0.7277
C 1.520529 3.373278 -4.000731 0.0966 0.0584 -0.3066
O 1.037133 3.834980 -5.022066 0.1081 -0.3445 0.6865
H -6.325198 -2.316424 -1.021795 0.0436 0.0378 -0.0827
H -7.319232 -1.103527 -1.823050 0.0278 0.0521 0.2150
H -5.928670 -0.627109 -0.805224 -0.2038 0.0849 -0.0890
H -4.465886 -0.836832 -2.574380 -0.0179 -0.0622 -0.1178
H -5.916377 -0.874988 -3.592925 0.3475 0.0355 -0.1245
H -5.139753 -3.544222 -2.397986 0.2698 0.2109 0.1312
H -5.802442 -3.122004 -3.958186 0.0478 -0.2136 0.1411
H -3.746378 -2.707432 -4.978017 -0.0085 0.3300 0.1352
H -2.945778 -2.224228 -3.482707 -0.1398 -0.0228 0.0847
H -3.545089 -4.865388 -2.960624 0.2259 -0.2009 -0.0813
H -3.328747 -4.939303 -4.719486 -0.2355 0.0046 0.1677
H -1.134209 -5.383418 -3.851690 0.0028 0.1259 -0.3394
H -1.096789 -3.651425 -4.348733 -0.0177 -0.3282 -0.2760
H -2.062427 -3.497337 -1.785486 0.0969 -0.0623 0.0890
H -0.923866 -4.810138 -1.596348 0.1236 0.0872 -0.0460
H -0.249943 -2.280584 -1.262584 0.3485 -0.0198 -0.0205
H -0.310239 -2.138501 -2.994975 0.2579 -0.1593 -0.1060
H 1.528362 -5.152428 -1.190585 -0.1195 0.0761 0.0903
H 0.781421 -3.893452 -0.239234 -0.0743 0.4447 -0.2844
H 3.687833 -4.253402 -0.999145 0.1349 0.5017 -0.0516
H 3.104136 -2.778144 -0.081525 0.0623 0.0819 -0.5418
H 1.965143 -4.982143 1.239188 0.1646 -0.2345 0.0865
H 3.671507 -5.444789 0.868266 -0.3182 -0.2021 0.1686
H 3.682603 -4.315899 2.994668 0.2968 0.2136 -0.0127
H 4.347936 -3.139456 1.827066 -0.0082 -0.1090 -0.0277
H 1.702130 -3.184345 3.298793 -0.0852 0.0657 -0.1056
H 1.667551 -2.571978 1.633056 -0.1210 -0.2512 0.1487
H 2.309794 -0.554619 2.322368 0.2315 -0.0644 -0.1314
H 3.888922 -1.216719 2.775678 -0.0454 -0.0563 0.0723
H 2.819804 -0.043292 4.664973 0.1256 -0.2239 0.3200
H 2.815195 -1.834263 4.990976 -0.0281 0.3573 0.4054
H 0.540780 -1.869899 5.021302 -0.3751 0.3439 0.2030
H 0.402130 -1.066854 3.486766 0.0457 0.1808 0.0447
H 0.478768 -0.058302 4.933377 -0.0523 -0.1675 0.1373
H 5.697625 -3.525038 -3.298245 -0.3703 -0.0159 -0.2865
H 5.011816 -2.943461 -1.822857 -0.3830 -0.0360 -0.1346
H 5.930392 -0.887758 -2.002550 -0.0298 0.1658 -0.1887
H 7.051102 -1.778929 -2.987545 -0.0738 0.0297 0.0965
H 6.741029 -0.000071 -4.404100 -0.0342 -0.1216 -0.0819
H 5.551737 -1.182056 -5.016502 0.1561 0.2547 -0.1609
H 3.962192 -0.005662 -5.960871 -0.0088 0.0998 0.3187
H 2.146043 1.653290 -5.965198 0.0563 -0.1220 0.0053
H 2.120555 3.235601 0.961159 -0.4360 -0.4298 -0.4310
H -1.431082 4.565561 2.082373 -0.2791 -0.0929 -0.0670
H -2.084677 3.476250 -1.216706 -0.0399 -0.2118 -0.1470
H 0.014930 4.102689 -2.579522 0.1072 0.0252 -0.0488
O 5.047459 0.280217 -7.871607 -0.1065 -0.0550 -0.3154
C 5.060313 1.420527 -8.235841 0.3835 -0.1086 0.1972
C 5.626111 2.607466 -7.482298 -0.3742 0.3865 -0.1554
C 5.009516 3.786962 -8.226755 0.0675 0.1052 0.1431
C 4.836214 3.221163 -9.627610 -0.0104 0.2374 -0.0400
O 4.584469 1.817583 -9.438887 -0.0455 -0.0102 0.0732
H 6.714007 2.591119 -7.567416 0.0015 -0.0847 0.0678
H 5.328045 2.580113 -6.437245 0.1852 -0.2067 0.0413
H 5.612506 4.692855 -8.200486 0.0165 -0.0254 -0.0735
H 4.033240 4.020927 -7.797673 0.0037 -0.0045 -0.0237
H 5.736709 3.332436 -10.235809 0.0095 -0.0353 0.0184
H 3.997889 3.668451 -10.156730 -0.0413 -0.1906 -0.0652
O 2.857337 -3.485849 8.484055 -0.2153 -0.1278 -0.1338
C 2.244763 -2.458944 8.549829 0.4498 0.0758 0.0817
C 2.416318 -1.358138 9.580919 -0.5407 0.1638 -0.0965
C 1.135794 -0.546452 9.397820 0.5172 -0.0325 0.2131
C 0.816608 -0.775519 7.935915 -0.0829 0.2555 -0.0303
O 1.295472 -2.107246 7.649664 -0.0134 -0.0930 0.1239
H 3.309969 -0.781308 9.335829 0.0727 -0.1110 0.0227
H 2.499385 -1.774950 10.580934 0.2641 -0.0796 -0.0632
H 1.240149 0.506301 9.651167 -0.0654 0.0045 -0.0409
H 0.352049 -0.961327 10.019110 -0.0036 -0.0044 0.0208
H 1.334969 -0.071641 7.280693 0.0586 -0.0752 -0.0158
H -0.247132 -0.721221 7.733470 0.0134 -0.1553 -0.1563
O -1.526922 9.513836 -2.300679 -0.0427 -0.1247 0.2180
C -0.564570 8.847355 -2.541366 -0.0191 0.3744 -0.2180
C 0.089588 8.648543 -3.895661 0.1503 -0.5645 0.0822
C 0.975951 7.430804 -3.653061 -0.0017 0.0424 -0.1543
C 1.292035 7.559878 -2.170780 0.1841 -0.1589 -0.1209
O 0.130598 8.176935 -1.588673 -0.0689 -0.0473 -0.0537
H 0.672489 9.538493 -4.137647 -0.0959 0.0554 -0.0220
H -0.657631 8.466261 -4.662839 -0.0618 0.2767 0.0059
H 1.864850 7.395917 -4.280633 0.0245 -0.0037 0.0619
H 0.403663 6.518667 -3.833279 0.0534 -0.0135 -0.0151
H 2.156824 8.201099 -1.985395 -0.0266 0.0171 0.0173
H 1.462513 6.593399 -1.701146 -0.0800 0.0933 0.2062
O -1.782254 4.433841 4.747007 -0.2344 -0.0459 -0.4257
C -2.340878 5.492169 4.753540 0.3999 0.0713 0.1994
C -2.071990 6.637639 5.709028 -0.5697 0.1873 0.0507
C -3.297685 7.519791 5.512647 0.0508 0.1048 0.1440
C -3.677435 7.219465 4.071886 -0.1537 0.2258 -0.0484
O -3.295559 5.847361 3.852562 0.1965 -0.0748 0.2388
H -1.153623 7.141009 5.403462 0.0647 -0.0972 0.0446
H -1.985368 6.277137 6.730080 0.2769 -0.1072 -0.0729
H -3.117966 8.577167 5.697740 -0.0082 0.0018 -0.0872
H -4.095580 7.192860 6.181777 -0.0105 0.0162 -0.0294
H -3.137991 7.845731 3.358474 0.0220 -0.0289 0.0046
H -4.745356 7.325938 3.896547 0.0197 -0.1717 -0.1392
O -1.632629 -3.597538 3.622581 0.2482 -0.0840 -0.1355
C -1.568472 -4.308013 4.579785 -0.4275 0.1948 -0.1036
C -2.422351 -4.213572 5.832259 0.4753 -0.2926 0.4319
C -1.644462 -5.082073 6.817700 -0.1258 0.1000 0.1603
C -0.965879 -6.082055 5.893894 0.0335 -0.1183 0.2016
O -0.724779 -5.365372 4.671591 -0.0172 0.0910 0.0365
H -3.410697 -4.622940 5.615681 -0.0217 0.0992 -0.0653
H -2.499533 -3.186982 6.176266 -0.1086 0.0744 -0.2704
H -2.263755 -5.553257 7.579879 0.0148 -0.0784 -0.0552
H -0.891124 -4.475526 7.324363 0.0262 -0.0293 -0.0334
H -1.603802 -6.940932 5.671125 -0.0148 0.0244 -0.0249
H -0.019853 -6.440647 6.292869 0.0708 0.0338 -0.1772
O -1.574237 -0.006654 10.165034 -0.2257 0.0230 -0.3161
C -2.524322 -0.407676 9.556689 -0.1583 0.2872 0.4096
C -3.881689 -0.754841 10.132064 -0.1135 -0.4782 -0.3400
C -4.511794 -1.568514 9.007451 -0.1599 -0.0389 0.1385
C -3.845677 -0.980087 7.774691 -0.2580 -0.0535 -0.0387
O -2.531377 -0.584566 8.211011 -0.0173 -0.0515 0.1478
H -4.427134 0.169271 10.328469 0.0608 0.0150 0.0813
H -3.776928 -1.332963 11.045856 0.0765 0.2529 0.1411
H -5.598252 -1.512825 8.974767 0.0171 0.0383 -0.0648
H -4.232361 -2.618555 9.114556 -0.0072 0.0094 -0.0276
H -4.371960 -0.098949 7.403126 0.0689 0.0328 0.0020
H -3.760695 -1.704010 6.969767 0.1903 0.1251 -0.0757
O -6.168337 0.023644 -6.930297 -0.0292 -0.0850 0.2445
C -6.118851 -1.105252 -7.316703 0.1769 0.3972 -0.1569
C -6.400755 -1.595701 -8.722524 -0.2387 -0.4915 0.1415
C -6.569796 -3.095106 -8.514800 -0.0566 -0.0146 -0.1905
C -5.683668 -3.349792 -7.306440 0.0216 -0.2374 0.0232
O -5.746861 -2.144206 -6.521706 -0.1751 -0.0003 -0.2469
H -5.541869 -1.363416 -9.353774 -0.0317 0.1065 0.0008
H -7.298580 -1.131892 -9.120853 0.1522 0.2449 -0.0343
H -6.299069 -3.696872 -9.380598 0.0634 -0.0195 0.0519
H -7.608980 -3.315649 -8.264607 0.0229 -0.0230 0.0141
H -4.641864 -3.526526 -7.584435 -0.0020 0.0236 0.0023
H -6.035666 -4.186569 -6.706487 0.0784 0.1039 0.1700
```
Forces are in eV/Å.

Summary:
charge: 0
F_max: 0.0502 hartree/bohr
molar mass: 1275.42 g mol⁻¹
calculated total energy: -5431.46737 a.u.
Kohn-Sham gap: 6.856 eV